Molecular formula: C3H5N3
Method: DFT, wB97M-V/def2-TZVPD

```
11
C3H5N3, DFT wB97M-V/def2-TZVPD
C 0.990 1.352 -0.310
C 0.007 0.222 0.065
C 0.424 -0.813 -0.632
N -1.337 -1.740 0.505
N -1.542 -0.799 1.315
N -0.890 0.340 1.072
H 0.345 2.194 -0.533
H 1.673 1.222 -1.174
H 1.616 1.529 0.564
H 0.573 -0.938 -1.699
H -1.860 -2.570 0.828
```

- Gap between HOMO and LUMO: 8.9 eV
- Relative energy (zero: lowest compared OMol25 entry of this formula, charge and spin): 123.62 kcal/mol
- Calculated total energy: -281.393053 Ha
- 2S+1: 1
- Max |F|: 2.4 eV/A

Löwdin atomic charge list, values in e, 2 entries: atom 1 (C): -0.0413, atom 2 (C): -0.4943

---

Molecular formula: H6Si2
Method: DFT, wB97M-V/def2-TZVPD

```
8
H6Si2, DFT wB97M-V/def2-TZVPD
Si 1.403 -0.649 -2.141
Si -0.892 0.589 0.827
H 0.712 -1.691 -1.273
H 2.039 -0.098 -0.874
H -1.944 -0.313 0.358
H -1.038 0.315 2.193
H -0.595 1.965 0.392
H 0.315 -0.118 0.517
```

- Gap between HOMO and LUMO: 7.8 eV
- Relative energy (zero: lowest compared OMol25 entry of this formula, charge and spin): 30.58 kcal/mol
- Calculated total energy: -582.417017 Ha
- 2S+1: 1
- Max |F|: 1.9 eV/A

Löwdin atomic charge list, values in e, 2 entries: atom 1 (Si): 0.5261, atom 2 (Si): 0.5673

---

Molecular formula: C10H13NOSe
Method: DFT, wB97M-V/def2-TZVPD

```
26
C10H13NOSe, DFT wB97M-V/def2-TZVPD
C -0.731 -2.893 0.368
C -2.068 -2.912 0.521
C -0.126 -1.680 -0.030
C -2.778 -1.749 0.353
C -0.796 -0.472 -0.223
C -2.233 -0.540 -0.019
C 1.533 0.495 -0.766
C 2.185 -0.427 -1.689
C -0.827 1.910 1.191
C -0.506 1.899 -0.242
N 0.196 0.649 -0.546
O 2.346 1.480 -0.251
Se -3.663 0.794 -0.311
H -0.134 -3.671 0.795
H -2.539 -3.863 0.892
H 0.955 -1.771 -0.285
H -3.789 -1.894 0.529
H 2.550 0.255 -2.502
H 1.606 -1.108 -2.314
H 2.996 -0.918 -1.123
H 0.124 1.996 1.695
H -1.544 2.720 1.429
H -1.344 0.965 1.379
H -1.370 1.955 -0.922
H 0.105 2.723 -0.569
H 1.862 2.051 0.348
```

- Gap between HOMO and LUMO (alpha / beta): 5.2 / 5.2 eV
- Relative energy (zero: lowest compared OMol25 entry of this formula, charge and spin): 43.35 kcal/mol
- Calculated total energy: -2920.134737 Ha
- 2S+1: 1
- Max |F|: 4.8 eV/A

Löwdin atomic charge list, values in e, 2 entries: atom 1 (C): -0.1072, atom 2 (C): -0.1089

---

Molecular formula: C53H41AuF9O2P3
Method: DFT, wB97M-V/def2-TZVPD

```
109
C53H41AuF9O2P3, DFT wB97M-V/def2-TZVPD
Au -0.362 -0.311 0.175
O 1.986 -0.165 0.019
P 3.115 0.814 0.048
C 2.571 2.566 0.303
P 0.849 3.005 -0.217
O -0.144 1.954 0.154
C 0.510 4.511 0.739
C -0.325 4.404 1.843
C -0.607 5.529 2.596
C -0.048 6.750 2.248
C 0.790 6.852 1.148
C 1.078 5.731 0.388
C 0.802 3.448 -1.974
C 1.835 3.222 -2.872
C 1.700 3.648 -4.185
C 0.545 4.298 -4.592
C -0.500 4.497 -3.702
C -0.372 4.076 -2.392
C 4.154 0.688 -1.433
C 5.038 1.690 -1.831
C 5.876 1.481 -2.912
C 5.839 0.278 -3.603
C 4.957 -0.722 -3.216
C 4.126 -0.519 -2.128
C 4.170 0.546 1.507
C 5.303 1.329 1.708
C 6.074 1.138 2.841
C 5.718 0.169 3.768
C 4.588 -0.611 3.567
C 3.812 -0.422 2.435
H 3.288 3.271 -0.118
H 2.559 2.699 1.392
H -0.753 3.442 2.090
H -1.257 5.455 3.453
H -0.264 7.623 2.843
H 1.219 7.806 0.885
H 1.720 5.805 -0.479
H 2.737 2.715 -2.556
H 2.499 3.478 -4.891
H 0.458 4.655 -5.606
H -1.403 4.989 -4.027
H -1.166 4.237 -1.673
H 5.082 2.633 -1.305
H 6.564 2.256 -3.219
H 6.501 0.117 -4.441
H 4.930 -1.654 -3.763
H 3.447 -1.295 -1.803
H 5.586 2.081 0.987
H 6.949 1.750 3.005
H 6.323 0.018 4.649
H 4.318 -1.360 4.297
H 2.926 -1.018 2.266
C -2.537 0.158 0.612
C -3.127 -0.403 1.790
C -3.364 -1.799 1.910
C -4.109 -2.314 2.941
C -4.656 -1.462 3.901
C -4.389 -0.093 3.842
C -3.611 0.424 2.836
H -2.530 1.238 0.577
H -2.873 -0.292 -0.317
H -2.959 -2.450 1.152
H -4.298 -3.374 3.005
H -5.279 -1.856 4.686
H -4.812 0.564 4.586
H -3.416 1.485 2.810
F -5.032 -6.931 -0.427
C -5.128 -5.607 -0.545
F -5.830 -5.169 0.523
F -5.855 -5.346 -1.628
C -3.773 -4.939 -0.552
C -3.514 -3.852 -1.378
C -2.310 -3.184 -1.251
C -1.362 -3.620 -0.323
C -1.605 -4.752 0.449
C -2.818 -5.403 0.344
P 0.128 -2.601 -0.139
C 1.080 -3.118 -1.590
C 1.507 -4.443 -1.635
C 2.144 -4.919 -2.762
C 2.338 -4.073 -3.845
C 1.899 -2.755 -3.811
C 1.269 -2.274 -2.675
C 3.046 -4.582 -5.079
F 3.605 -5.775 -4.883
F 4.027 -3.736 -5.436
F 2.222 -4.687 -6.126
C 0.968 -3.209 1.335
C 2.329 -3.502 1.377
C 2.914 -3.879 2.572
C 2.148 -3.934 3.730
C 0.788 -3.640 3.698
C 0.205 -3.270 2.504
C 2.806 -4.293 5.042
F 2.061 -3.936 6.090
F 3.042 -5.603 5.140
F 3.987 -3.669 5.177
H -4.250 -3.528 -2.097
H -2.100 -2.304 -1.846
H -0.863 -5.124 1.138
H -3.021 -6.270 0.954
H 1.328 -5.098 -0.796
H 2.472 -5.945 -2.808
H 2.040 -2.117 -4.669
H 0.927 -1.248 -2.624
H 2.931 -3.430 0.486
H 3.970 -4.102 2.608
H 0.199 -3.676 4.602
H -0.849 -3.024 2.477
```

- Charge: +2
- Gap between HOMO and LUMO (alpha / beta): 8.0 / 4.9 eV
- Relative energy (zero: lowest compared OMol25 entry of this formula, charge and spin): 2.70 kcal/mol
- Calculated total energy: -4252.890029 Ha
- 2S+1: 3
- Max |F|: 1.8 eV/A

Löwdin atomic charge list, values in e, 2 entries: atom 1 (Au): 0.9330, atom 2 (O): -0.4436

---

Molecular formula: C19H20CaCl2N3OS2
Method: DFT, wB97M-V/def2-TZVPD

```
48
C19H20CaCl2N3OS2, DFT wB97M-V/def2-TZVPD
Ca 1.614 -12.682 -13.373
C -0.510 -12.931 -17.790
C 0.378 -13.041 -16.628
N 0.124 -12.757 -15.367
N -1.186 -12.417 -15.142
C -1.397 -12.018 -13.906
O -0.588 -11.955 -12.931
C -2.806 -11.551 -13.635
C -3.125 -11.014 -12.315
C -4.403 -10.645 -11.914
C -5.437 -10.861 -12.829
C -5.119 -11.439 -14.073
C -3.856 -11.691 -14.553
C 1.863 -13.212 -16.948
C 2.340 -13.399 -18.278
C 3.684 -13.563 -18.507
C 4.508 -13.374 -17.431
C 3.940 -13.201 -16.120
N 2.674 -13.162 -15.896
H -0.289 -12.059 -18.329
H -1.584 -12.956 -17.581
H -0.351 -13.762 -18.446
H -2.229 -10.782 -11.694
H -4.469 -10.038 -11.063
H -6.531 -10.573 -12.573
H -5.874 -11.604 -14.831
H -3.868 -12.107 -15.543
H 1.664 -13.422 -19.126
H 4.106 -13.775 -19.470
H 5.577 -13.249 -17.539
H 4.553 -13.193 -15.256
C 5.849 -12.256 -13.356
C 4.536 -12.707 -12.830
S 3.521 -11.335 -12.365
C 4.242 -13.993 -12.526
C 5.296 -15.087 -12.760
S 2.691 -14.551 -11.974
H 5.764 -11.775 -14.338
H 6.561 -13.055 -13.406
H 6.352 -11.445 -12.829
H 6.247 -14.700 -12.423
H 5.547 -15.543 -13.720
H 5.137 -15.974 -12.112
Cl -0.049 -9.075 -14.780
C 0.612 -9.111 -13.134
Cl -0.024 -7.800 -12.145
H 1.700 -9.045 -13.194
H 0.151 -10.059 -12.829
```

- Charge: -1
- Gap between HOMO and LUMO: 5.6 eV
- Relative energy (zero: lowest compared OMol25 entry of this formula, charge and spin): 13.88 kcal/mol
- Calculated total energy: -3370.027640 Ha
- 2S+1: 1
- Max |F|: 3.1 eV/A

Löwdin atomic charge list, values in e, 2 entries: atom 1 (Ca): 0.9204, atom 2 (C): -0.0525

---

- max |F| of number 4 (C53H41AuF9O2P3)?
  1.8 eV/A

---

- Which of these has the lowest max |F|?
  C53H41AuF9O2P3

---

- The lowest relative energy (zero: lowest compared OMol25 entry of this formula, charge and spin) belongs to which entry?
  C53H41AuF9O2P3